51
Properties=species:S:1:pos:R:3:lowdin_charge:R:1 method="wB97M-V/def2-TZVPD" e_homo_ha=-0.439 e_lumo_ev=-2.1123 smiles="Cc1ccccc1C[N@@H+]1CCC[C@@H](C(=O)N2CCCCC2)C1" total_charge=+1 spin_multiplicity=1
C -4.922 -1.402 0.742 -0.04
C -4.381 -0.066 0.324 -0.23
C -5.208 0.827 -0.349 -0.03
C -4.756 2.072 -0.745 -0.06
C -3.455 2.455 -0.466 -0.06
C -2.620 1.584 0.206 -0.03
C -3.069 0.326 0.599 -0.19
C -2.094 -0.575 1.319 -0.06
N -0.937 -0.879 0.448 -0.12
C -1.317 -1.640 -0.756 -0.10
C -0.146 -1.689 -1.730 -0.13
C 1.092 -2.283 -1.060 -0.13
C 1.416 -1.524 0.237 -0.18
C 1.799 -0.074 -0.082 -0.37
O 0.908 0.794 -0.087 0.03
N 3.053 0.220 -0.387 -0.02
C 4.195 -0.672 -0.412 -0.14
C 5.182 -0.280 0.690 -0.16
C 5.619 1.171 0.504 -0.19
C 4.393 2.078 0.458 -0.16
C 3.431 1.607 -0.630 -0.12
C 0.180 -1.540 1.145 -0.07
H -5.958 -1.497 0.431 0.08
H -4.887 -1.514 1.825 0.09
H -4.362 -2.220 0.290 0.08
H -6.226 0.539 -0.563 0.12
H -5.420 2.745 -1.265 0.11
H -3.095 3.427 -0.764 0.11
H -1.609 1.889 0.436 0.11
H -2.560 -1.512 1.626 0.13
H -1.717 -0.064 2.209 0.15
H -0.457 0.039 0.136 0.12
H -2.175 -1.147 -1.218 0.14
H -1.608 -2.650 -0.453 0.15
H -0.424 -2.292 -2.594 0.13
H 0.069 -0.680 -2.087 0.13
H 1.937 -2.240 -1.747 0.12
H 0.912 -3.333 -0.819 0.13
H 2.226 -2.022 0.773 0.15
H 4.680 -0.559 -1.387 0.14
H 3.891 -1.711 -0.307 0.11
H 4.705 -0.400 1.665 0.12
H 6.044 -0.946 0.650 0.12
H 6.181 1.266 -0.427 0.12
H 6.275 1.470 1.322 0.12
H 3.883 2.061 1.423 0.12
H 4.688 3.106 0.250 0.12
H 3.912 1.665 -1.610 0.14
H 2.525 2.213 -0.641 0.12
H 0.388 -0.994 2.069 0.15
H -0.095 -2.568 1.399 0.15

=====

55
Properties=species:S:1:pos:R:3:lowdin_charge:R:1 method="wB97M-V/def2-TZVPD" e_homo_ha=-0.334 e_lumo_ev=0.7321 smiles="O=C(NCCc1ccccc1)C1CCN(S(=O)(=O)N2CCCCC2)CC1" spin_multiplicity=1
O 1.739 1.491 -1.540 0.07
C 1.861 0.676 -0.650 -0.46
N 2.866 -0.232 -0.633 0.07
C 3.943 -0.213 -1.594 -0.16
C 5.196 0.482 -1.032 -0.13
C 5.680 -0.225 0.201 -0.25
C 6.530 -1.320 0.102 -0.05
C 6.935 -2.003 1.234 -0.08
C 6.490 -1.604 2.483 -0.09
C 5.642 -0.516 2.594 -0.08
C 5.240 0.168 1.459 -0.06
C 0.906 0.526 0.534 -0.22
C 0.012 1.758 0.716 -0.11
C -1.002 1.881 -0.420 -0.18
N -1.786 0.672 -0.580 -0.23
S -3.043 0.465 0.491 0.64
O -2.690 -0.347 1.621 -0.27
O -3.597 1.759 0.759 -0.27
N -4.014 -0.473 -0.490 -0.24
C -4.581 0.251 -1.610 -0.20
C -5.825 1.053 -1.224 -0.18
C -6.846 0.139 -0.549 -0.20
C -6.199 -0.541 0.655 -0.18
C -4.965 -1.320 0.203 -0.20
C -0.981 -0.512 -0.777 -0.18
C 0.028 -0.722 0.354 -0.13
H 3.001 -0.806 0.184 0.14
H 4.183 -1.242 -1.877 0.12
H 3.580 0.332 -2.467 0.12
H 5.968 0.478 -1.801 0.12
H 4.941 1.517 -0.798 0.12
H 6.881 -1.634 -0.871 0.11
H 7.601 -2.849 1.142 0.10
H 6.807 -2.137 3.367 0.10
H 5.294 -0.198 3.565 0.10
H 4.583 1.022 1.550 0.11
H 1.517 0.397 1.436 0.14
H 0.624 2.660 0.747 0.12
H -0.530 1.662 1.660 0.12
H -1.707 2.687 -0.215 0.11
H -0.483 2.072 -1.362 0.12
H -3.794 0.908 -1.982 0.11
H -4.828 -0.485 -2.383 0.13
H -6.251 1.514 -2.117 0.11
H -5.526 1.839 -0.530 0.10
H -7.715 0.718 -0.234 0.11
H -7.185 -0.622 -1.258 0.11
H -6.904 -1.218 1.141 0.11
H -5.885 0.216 1.377 0.11
H -4.437 -1.745 1.057 0.11
H -5.251 -2.125 -0.483 0.13
H -1.672 -1.355 -0.833 0.12
H -0.463 -0.403 -1.735 0.13
H 0.642 -1.599 0.136 0.12
H -0.529 -0.899 1.275 0.10

=====

57
Properties=species:S:1:pos:R:3:lowdin_charge:R:1 method="wB97M-V/def2-TZVPD" e_homo_ha=-0.306 e_lumo_ev=0.6198 smiles="CCOC(=O)C1CCN(S(=O)(=O)c2c(C)[nH]c(C)c2C(=O)N2CCCC2)CC1" spin_multiplicity=1
C 2.756 -1.862 -5.035 -0.06
C 3.612 -2.764 -4.159 -0.22
O 3.077 -2.863 -2.838 -0.01
C 3.378 -1.878 -1.983 -0.47
O 4.115 -0.965 -2.242 0.13
C 2.653 -2.082 -0.668 -0.22
C 1.174 -1.718 -0.858 -0.11
C 0.428 -1.878 0.466 -0.17
N 1.035 -1.115 1.537 -0.23
S 0.616 0.507 1.550 0.70
O 0.537 1.080 0.232 -0.26
O 1.478 1.164 2.496 -0.29
C -1.010 0.429 2.225 -0.18
C -1.334 0.280 3.552 -0.27
C -0.450 0.165 4.736 -0.01
N -2.692 0.237 3.626 0.14
C -3.246 0.345 2.377 -0.25
C -4.716 0.329 2.160 -0.01
C -2.218 0.475 1.479 -0.09
C -2.281 0.540 -0.009 -0.45
O -2.376 -0.474 -0.686 0.06
N -2.256 1.771 -0.532 -0.04
C -1.999 2.988 0.218 -0.14
C -1.921 4.070 -0.859 -0.16
C -1.356 3.302 -2.052 -0.16
C -2.103 1.977 -1.962 -0.13
C 2.443 -1.393 1.726 -0.19
C 3.246 -1.211 0.439 -0.12
H 2.766 -0.848 -4.642 0.08
H 1.730 -2.222 -5.057 0.08
H 3.152 -1.852 -6.047 0.08
H 3.624 -3.788 -4.538 0.12
H 4.634 -2.375 -4.099 0.12
H 2.725 -3.142 -0.401 0.16
H 0.716 -2.356 -1.615 0.13
H 1.092 -0.677 -1.175 0.11
H 0.421 -2.929 0.774 0.14
H -0.602 -1.541 0.351 0.10
H -0.367 -0.873 5.058 0.09
H 0.538 0.527 4.464 0.07
H -0.836 0.753 5.568 0.08
H -3.220 0.131 4.479 0.17
H -5.178 1.246 2.530 0.08
H -4.920 0.240 1.097 0.09
H -5.174 -0.515 2.675 0.08
H -1.044 2.900 0.747 0.11
H -2.795 3.167 0.946 0.13
H -2.919 4.445 -1.093 0.11
H -1.294 4.905 -0.555 0.11
H -0.290 3.128 -1.903 0.11
H -1.512 3.810 -3.001 0.11
H -3.092 2.041 -2.433 0.13
H -1.563 1.134 -2.393 0.12
H 2.533 -2.423 2.090 0.13
H 2.794 -0.707 2.497 0.11
H 3.199 -0.165 0.132 0.13
H 4.292 -1.470 0.610 0.13

=====

53
Properties=species:S:1:pos:R:3:lowdin_charge:R:1 method="wB97M-V/def2-TZVPD" e_homo_ha=-0.293 e_lumo_ev=0.6385 smiles="COCCCNC(=S)N[C@@H]1C[C@H]2CC[C@@H](C1)N2Cc1ccccc1" spin_multiplicity=1
C -5.854 -3.086 0.431 -0.12
O -5.207 -2.056 1.136 -0.18
C -4.562 -1.099 0.333 -0.24
C -5.526 -0.156 -0.398 -0.15
C -4.793 0.958 -1.157 -0.19
N -4.091 1.876 -0.294 -0.02
C -2.831 1.771 0.203 -0.89
S -2.409 2.755 1.467 0.63
N -1.974 0.897 -0.354 0.04
C -0.581 0.795 0.022 -0.36
C 0.305 1.662 -0.881 -0.08
C 1.783 1.328 -0.650 -0.29
C 2.145 1.420 0.848 -0.10
C 1.879 0.001 1.372 -0.10
C 1.388 -0.761 0.123 -0.29
C -0.137 -0.667 -0.022 -0.09
N 1.943 -0.066 -1.026 -0.10
C 3.240 -0.494 -1.517 -0.13
C 4.409 -0.371 -0.568 -0.22
C 5.163 0.796 -0.519 -0.06
C 6.213 0.922 0.373 -0.08
C 6.528 -0.121 1.227 -0.09
C 5.793 -1.293 1.177 -0.08
C 4.743 -1.416 0.284 -0.06
H -5.174 -3.562 -0.287 0.09
H -6.161 -3.817 1.176 0.09
H -6.741 -2.728 -0.103 0.08
H -3.942 -0.527 1.027 0.12
H -3.906 -1.600 -0.399 0.12
H -6.126 -0.720 -1.114 0.11
H -6.200 0.286 0.338 0.12
H -5.526 1.541 -1.723 0.12
H -4.096 0.519 -1.875 0.11
H -4.676 2.481 0.266 0.11
H -2.236 0.434 -1.211 0.13
H -0.525 1.172 1.046 0.08
H 0.110 2.715 -0.677 0.12
H 0.066 1.459 -1.928 0.12
H 2.405 1.974 -1.273 0.14
H 1.542 2.173 1.353 0.11
H 3.194 1.688 0.969 0.10
H 1.135 -0.020 2.166 0.11
H 2.794 -0.450 1.754 0.10
H 1.689 -1.811 0.126 0.14
H -0.634 -1.232 0.768 0.12
H -0.412 -1.101 -0.986 0.12
H 3.441 0.097 -2.417 0.13
H 3.128 -1.541 -1.819 0.12
H 4.929 1.611 -1.189 0.11
H 6.789 1.836 0.400 0.10
H 7.347 -0.023 1.924 0.10
H 6.040 -2.114 1.834 0.10
H 4.180 -2.338 0.245 0.11

=====

57
Properties=species:S:1:pos:R:3:lowdin_charge:R:1 method="wB97M-V/def2-TZVPD" e_homo_ha=-0.282 e_lumo_ev=0.6635 smiles="CCCCCOC(=O)Cn1c(N2CCCCCC2)nc2c1c(=O)[nH]c(=O)n2C" spin_multiplicity=1
C -0.462 5.894 -4.077 -0.11
C -0.554 5.847 -2.557 -0.27
C 0.233 4.670 -1.985 -0.23
C 0.218 4.619 -0.457 -0.17
C -1.124 4.166 0.115 -0.15
O -1.463 2.848 -0.327 0.01
C -0.901 1.830 0.323 -0.48
O -0.138 1.934 1.244 0.14
C -1.364 0.505 -0.269 -0.01
N -0.551 -0.586 0.187 0.08
C 0.797 -0.807 0.144 -0.29
N 1.715 -0.096 -0.545 -0.04
C 1.422 0.676 -1.728 -0.14
C 0.982 -0.166 -2.938 -0.16
C 1.626 -1.553 -2.986 -0.19
C 3.136 -1.562 -2.724 -0.19
C 3.474 -1.723 -1.242 -0.18
C 3.096 -0.512 -0.387 -0.16
N 1.164 -1.836 0.909 0.21
C 0.034 -2.276 1.493 -0.21
C -1.056 -1.531 1.078 -0.07
C -2.371 -1.773 1.549 -0.41
O -3.404 -1.185 1.269 0.05
N -2.368 -2.847 2.443 0.21
C -1.318 -3.630 2.882 -0.47
O -1.490 -4.536 3.666 0.07
N -0.080 -3.313 2.367 0.01
C 1.090 -4.062 2.766 -0.01
H -0.865 4.982 -4.512 0.07
H 0.574 5.996 -4.395 0.07
H -1.025 6.737 -4.469 0.07
H -1.603 5.768 -2.267 0.10
H -0.163 6.778 -2.141 0.11
H -0.177 3.738 -2.381 0.11
H 1.270 4.746 -2.322 0.11
H 0.445 5.605 -0.049 0.12
H 0.986 3.926 -0.105 0.11
H -1.942 4.799 -0.230 0.12
H -1.084 4.173 1.208 0.13
H -1.401 0.576 -1.360 0.13
H -2.384 0.310 0.090 0.14
H 0.669 1.435 -1.508 0.09
H 2.342 1.209 -1.977 0.13
H -0.102 -0.300 -2.934 0.10
H 1.238 0.390 -3.843 0.11
H 1.142 -2.203 -2.253 0.11
H 1.424 -1.976 -3.973 0.11
H 3.591 -0.652 -3.120 0.11
H 3.577 -2.405 -3.260 0.11
H 4.546 -1.893 -1.129 0.11
H 2.950 -2.595 -0.848 0.10
H 3.244 -0.760 0.665 0.12
H 3.726 0.343 -0.643 0.12
H -3.268 -3.093 2.840 0.17
H 1.515 -4.575 1.902 0.09
H 0.781 -4.785 3.517 0.09
H 1.837 -3.382 3.174 0.09

=====

58
Properties=species:S:1:pos:R:3:lowdin_spin:R:1 method="wB97M-V/def2-TZVPD" e_homo_ha="-0.212 / -0.313" e_lumo_ev="0.0318 / -0.0724" spin_multiplicity=3
Ti -0.574 0.068 -0.155 1.48
C -1.708 -3.213 -1.465 0.03
C -0.420 -3.281 -2.005 0.01
C 0.672 -2.892 -1.264 0.03
C 0.498 -2.407 0.042 0.01
C -0.783 -2.359 0.594 0.02
C -1.882 -2.770 -0.173 0.01
H -2.567 -3.497 -2.058 0.00
H -0.283 -3.637 -3.019 0.00
H 1.669 -2.962 -1.680 0.00
H 1.362 -2.200 0.660 0.00
H -0.913 -2.176 1.654 0.00
H -2.871 -2.752 0.262 0.00
C 1.633 -0.815 3.150 0.00
P 0.471 0.313 2.304 0.01
C 1.358 1.900 2.426 0.00
C -0.835 0.508 3.578 0.01
C -2.016 1.311 3.021 0.00
P -2.704 0.566 1.476 0.02
C -3.901 1.874 1.055 0.01
C -3.810 -0.717 2.169 0.00
H 1.875 -0.440 4.147 0.00
H 2.556 -0.905 2.576 0.00
H 1.197 -1.811 3.246 0.00
H 1.681 2.096 3.450 0.00
H 0.701 2.699 2.085 0.00
H 2.231 1.881 1.772 0.00
H -0.405 0.968 4.473 0.00
H -1.166 -0.496 3.861 0.00
H -1.694 2.321 2.757 0.00
H -2.810 1.403 3.767 0.00
H -4.513 2.115 1.927 0.00
H -4.536 1.536 0.239 0.00
H -3.359 2.764 0.737 0.00
H -4.463 -0.302 2.940 0.00
H -3.238 -1.542 2.598 0.00
H -4.424 -1.113 1.359 0.00
O -3.180 -0.090 -3.893 0.00
Se -2.697 0.257 -2.398 0.01
O -3.654 -0.322 -1.216 0.02
O -1.093 -0.174 -2.097 0.02
O -2.643 1.987 -2.251 0.00
O -0.807 2.018 -0.053 0.02
H -2.094 2.187 -1.444 0.00
H -0.089 2.555 -0.402 0.01
N 1.269 0.308 -0.822 0.04
C 2.207 0.431 -1.484 0.14
C 3.353 0.607 -2.342 0.02
C 4.640 0.444 -1.840 0.02
C 5.727 0.615 -2.683 0.00
C 5.528 0.945 -4.017 0.02
C 4.241 1.102 -4.513 0.00
C 3.148 0.934 -3.678 0.02
H 4.783 0.186 -0.799 0.00
H 6.729 0.491 -2.295 0.00
H 6.379 1.079 -4.672 0.00
H 4.084 1.355 -5.553 0.00
H 2.139 1.047 -4.053 0.00

=====

66
Properties=species:S:1:pos:R:3:lowdin_charge:R:1 method="wB97M-V/def2-TZVPD" e_homo_ha=-0.126 e_lumo_ev=2.3816 total_charge=-1 spin_multiplicity=1
C -1.041 2.571 -0.148 -0.05
C -0.662 1.306 -0.508 -0.05
B -0.283 0.141 0.628 -0.81
C 1.078 0.385 1.473 -0.08
C 2.339 -0.222 0.824 -0.20
C 3.111 0.851 0.024 -0.17
C 3.965 0.312 -1.127 -0.08
C 3.238 0.041 -2.443 -0.46
F 4.126 -0.622 -3.253 0.08
F 2.221 -0.816 -2.213 0.14
C 2.725 1.321 -3.144 -0.43
F 3.673 2.275 -3.027 0.11
F 1.644 1.792 -2.535 0.14
S 2.329 1.174 -5.001 0.78
F 2.085 -0.383 -4.898 -0.12
F 0.772 1.397 -4.751 -0.14
F 2.470 2.757 -5.160 -0.14
F 3.860 0.988 -5.344 -0.13
F 2.019 1.086 -6.556 -0.13
O -1.481 0.161 1.523 -0.03
C -2.400 -0.679 0.915 -0.17
C -1.466 -1.901 0.617 -0.30
N -1.152 -2.518 1.987 0.19
C -1.832 -3.478 2.264 -0.36
O -2.463 -4.451 2.464 0.11
O -0.394 -1.257 0.070 0.01
H -2.071 2.901 -0.315 0.03
H -0.380 3.297 0.321 0.03
H -0.662 1.008 -1.564 0.07
H 0.950 -0.069 2.461 0.08
H 1.240 1.462 1.585 0.09
H 2.136 -1.126 0.251 0.10
H 3.005 -0.520 1.643 0.09
H 2.415 1.638 -0.264 0.10
H 3.805 1.317 0.727 0.11
H 4.339 -0.675 -0.845 0.13
H 4.852 0.913 -1.319 0.12
H -3.283 -0.905 1.520 0.12
H -2.745 -0.394 -0.089 0.10
H -1.825 -2.642 -0.100 0.15
C -4.421 1.497 -3.880 -0.17
C -4.940 0.064 -3.950 -0.18
C -3.992 -0.651 -2.995 -0.20
O -3.617 0.305 -2.006 -0.16
C -4.022 1.610 -2.414 -0.20
H -5.153 2.248 -4.179 0.11
H -3.541 1.606 -4.518 0.11
H -5.964 0.019 -3.569 0.11
H -4.932 -0.361 -4.954 0.11
H -3.085 -0.986 -3.511 0.12
H -4.451 -1.513 -2.508 0.12
H -4.872 1.918 -1.793 0.12
H -3.201 2.308 -2.247 0.10
C 1.647 -2.236 5.860 -0.17
C 0.222 -1.688 5.878 -0.17
C 0.456 -0.233 6.263 -0.21
O 1.733 0.125 5.734 -0.14
C 2.421 -1.049 5.302 -0.21
H 1.763 -3.136 5.258 0.11
H 1.978 -2.460 6.878 0.11
H -0.213 -1.745 4.878 0.11
H -0.440 -2.207 6.570 0.11
H 0.486 -0.110 7.354 0.11
H -0.302 0.437 5.858 0.12
H 2.419 -1.067 4.207 0.11
H 3.455 -1.011 5.651 0.11

=====

58
Properties=species:S:1:pos:R:3:lowdin_spin:R:1 method="wB97M-V/def2-TZVPD" e_homo_ha="-0.118 / -0.118" e_lumo_ev="2.4640 / 2.2275" total_charge=-1 spin_multiplicity=2
O 2.991 0.844 -3.087 0.00
C 1.834 1.453 -3.163 0.00
C 1.852 2.822 -2.465 0.00
C 1.388 2.980 -1.165 0.00
H 0.990 2.111 -0.627 0.00
C 1.396 4.250 -0.569 0.00
H 1.025 4.359 0.451 0.00
C 1.859 5.357 -1.287 0.00
H 1.854 6.350 -0.836 0.00
C 2.349 5.182 -2.589 0.00
H 2.726 6.031 -3.161 0.00
C 2.374 3.908 -3.163 0.00
H 2.770 3.733 -4.167 0.00
H 1.785 1.667 -4.249 0.00
C 0.373 -0.697 -3.589 0.00
C 0.386 0.646 -2.957 0.00
H 0.067 -0.653 -4.650 0.00
H -0.353 -1.345 -3.073 0.00
H 1.374 -1.140 -3.538 0.00
C -0.730 1.377 -2.761 0.00
C -2.082 1.022 -3.270 0.00
H -0.672 2.333 -2.248 0.00
H -2.195 1.232 -4.345 0.00
H -2.822 1.588 -2.701 0.00
H -2.285 -0.043 -3.084 0.00
Cu -1.056 -0.343 -0.399 0.69
Cl -2.561 1.251 -0.025 0.11
Cl -2.296 -1.866 -1.378 0.11
C -2.741 -1.306 2.199 0.00
O -1.555 -1.495 2.479 0.00
N -3.725 -2.217 2.355 0.00
C -3.418 -3.533 2.876 0.00
C -5.131 -1.874 2.216 0.00
H -3.099 -0.351 1.764 0.00
H -2.343 -3.700 2.787 0.00
H -3.974 -4.281 2.300 0.00
H -3.727 -3.619 3.928 0.00
H -5.211 -0.953 1.629 0.00
H -5.600 -1.721 3.201 0.00
H -5.659 -2.691 1.710 0.00
H 2.019 -4.178 -0.029 0.00
H 4.435 -2.238 -0.367 0.00
C 1.956 -3.774 -1.050 0.00
C 3.880 -2.189 -1.316 0.00
N 2.457 -2.410 -1.099 0.00
H 0.910 -3.797 -1.374 0.00
C 1.649 -1.405 -0.752 0.00
O 0.450 -1.630 -0.436 0.04
H 4.019 -1.200 -1.767 0.00
H 2.089 -0.392 -0.780 0.00
H 2.581 -4.381 -1.708 0.00
H 4.258 -2.971 -1.982 0.00
C 0.611 0.651 3.365 0.00
C 0.379 0.666 1.947 0.01
N 0.139 0.636 0.807 0.03
H 0.301 1.610 3.804 0.00
H 1.680 0.497 3.568 0.00
H 0.027 -0.162 3.814 0.00